An isolated molecule of C4H3ClOS. Source: the Open Molecules 2025 dataset; level of theory: wB97M-V/def2-TZVPD.

Last column: Mulliken charge in e.
Geometry (Å):
C: 0.68492 -0.21904 0.00880  0.47
C: 0.19508 1.03929 -0.20096  -0.52
C: -1.48835 -0.23717 0.09361  0.34
C: -0.53572 -1.14552 0.19737  -0.35
H: 2.92805 0.78136 -0.19953  0.15
H: 0.73413 1.89989 0.20150  0.29
H: -0.70348 -2.26828 -0.07616  0.29
O: -1.09870 1.06893 0.14691  -0.24
S: 2.44815 -0.51235 -0.05827  -0.25
Cl: -3.16408 -0.40709 -0.11328  -0.17

Properties
Total charge ... 0
Energy relative to the best compared isomer or geometry (same formula, charge and spin) ... 162.66 kJ/mol
Gap between HOMO and LUMO ... 9.224 eV
F_max ... 0.0739 hartree/bohr
SMILES ... Sc1coc(Cl)c1
E_LUMO ... 0.7056 eV
E_tot ... -1087.7605 Eh

***

A structure of composition C14H13AsFN3O6RuS3. Source: the Open Molecules 2025 dataset; level of theory: wB97M-V/def2-TZVPD.

Last column: Mulliken charge in e.
Geometry (Å):
Ru: -0.48019 0.12838 0.61583  0.38
C: -1.57179 -1.20331 5.58929  -0.88
S: -2.51096 -2.14333 4.35375  0.00
C: -2.13355 -1.32387 2.89199  0.69
S: -1.04448 0.03320 2.87859  -0.17
N: -2.73619 -1.74618 1.81286  -1.45
N: -2.56251 -1.04703 0.73061  0.90
C: -3.08832 -1.28131 -0.42205  -0.10
C: -2.92830 -0.24091 -1.40608  0.94
C: -3.49192 -0.31712 -2.68277  -0.92
C: -3.27090 0.72108 -3.56809  -0.20
C: -2.50057 1.80302 -3.16439  -0.66
C: -1.98771 1.81243 -1.87267  -0.10
N: -2.20724 0.82881 -1.02201  -0.25
H: -1.68030 -1.74928 6.52069  0.35
H: -1.99187 -0.20677 5.68598  0.33
H: -0.52780 -1.15045 5.29664  0.34
H: -3.63423 -2.19094 -0.65414  0.39
H: -4.07556 -1.18337 -2.95861  0.36
H: -3.68318 0.68274 -4.56478  0.43
H: -2.29145 2.62216 -3.83371  0.40
H: -1.37616 2.63063 -1.51151  0.46
O: 1.62731 -2.52248 -1.48099  -0.68
As: 1.81336 -1.71913 0.11819  1.34
O: 2.75530 -2.74410 0.91485  -0.79
O: 0.16227 -1.81289 0.57870  -0.37
C: 2.76121 -0.11715 -0.53658  -0.25
C: 3.51978 -0.28885 -1.68555  -0.43
C: 4.21400 0.78735 -2.21540  -0.62
C: 4.18275 2.02526 -1.59045  -0.57
C: 3.44781 2.18609 -0.42826  -0.81
C: 2.74087 1.11185 0.07682  0.77
S: 1.79251 1.33500 1.55865  1.53
O: 1.55635 -0.01876 2.06159  -0.52
O: 2.49226 2.20559 2.44596  -0.67
O: 0.47998 1.94863 1.13231  -0.62
H: 1.51837 -3.46090 -1.29039  0.29
H: 3.53880 -1.26283 -2.15804  0.52
H: 4.77671 0.66079 -3.12843  0.39
H: 4.72358 2.86396 -2.00052  0.41
H: 3.40014 3.12160 0.10643  0.47
F: 0.27182 0.22240 -1.19429  -0.63

Properties
Total charge ... 0
Energy relative to the best compared isomer or geometry (same formula, charge and spin) ... 269.38 kJ/mol
Gap between HOMO and LUMO (spin up / spin down) ... 6.056 / 6.216 eV
F_max ... 0.0832 hartree/bohr
E_LUMO (spin up / spin down) ... -2.7797 / -2.6358 eV
E_tot ... -4781.9640 Eh

***

- Which formula does entry 1 have?
  C4H3ClOS

***

- Which of these has the lowest energy relative to the best compared isomer or geometry (same formula, charge and spin)?
  C4H3ClOS